# C34H54Cl5RuSb

A structure of composition C34H54Cl5RuSb (ωB97M-V/def2-TZVPD, OMol25).

Geometry as ORCA input:
```
! wB97M-V def2-TZVPD RIJCOSX def2/J DEFGRID3
* xyz 1 6
Ru -0.49 -0.17 0.95
C -0.10 -3.59 1.42
C 0.54 -2.33 1.97
C 1.86 -1.97 1.63
C 2.64 -2.69 0.55
C 2.56 -1.04 2.43
C 4.00 -0.69 2.14
C 1.96 -0.49 3.57
C 2.78 0.41 4.46
C 0.64 -0.82 3.89
C -0.02 -0.30 5.15
C -0.09 -1.70 3.07
C -1.45 -2.15 3.54
H 0.59 -4.18 0.82
H -0.99 -3.41 0.81
H -0.41 -4.23 2.25
H 3.38 -3.35 1.01
H 3.17 -1.99 -0.09
H 2.01 -3.30 -0.08
H 4.61 -0.76 3.04
H 4.08 0.34 1.77
H 4.45 -1.34 1.39
H 3.37 -0.18 5.17
H 2.16 1.10 5.04
H 3.48 1.02 3.88
H 0.71 0.06 5.87
H -0.60 -1.08 5.64
H -0.71 0.52 4.92
H -1.35 -2.85 4.38
H -2.01 -2.67 2.76
H -2.06 -1.31 3.88
Cl -2.83 -1.61 0.48
C -3.42 -0.14 1.21
C -2.45 0.73 1.68
C -2.95 1.90 2.25
Cl -1.89 3.05 3.01
C -4.32 2.19 2.28
Cl -4.89 3.65 2.97
C -5.24 1.29 1.74
Cl -6.91 1.65 1.74
C -4.78 0.09 1.21
Cl -5.88 -1.06 0.56
C -1.98 -2.66 -2.56
C -0.64 -2.10 -3.02
C 0.48 -2.99 -2.49
C -0.61 -2.08 -4.55
Sb -0.33 -0.11 -2.04
C 1.64 0.57 -2.83
C 1.88 0.14 -4.27
C 2.68 -0.07 -1.91
C 1.74 2.08 -2.73
C -1.93 1.19 -2.84
C -2.20 0.89 -4.31
C -1.55 2.66 -2.68
C -3.17 0.90 -2.00
H -2.14 -3.62 -3.06
H -2.82 -2.01 -2.80
H -1.98 -2.85 -1.48
H 0.29 -4.03 -2.78
H 0.52 -2.94 -1.40
H 1.46 -2.71 -2.88
H -0.89 -3.09 -4.89
H 0.36 -1.87 -4.96
H -1.33 -1.40 -4.99
H 2.09 -0.93 -4.35
H 2.76 0.67 -4.65
H 1.04 0.38 -4.93
H 2.64 -1.16 -1.94
H 2.57 0.25 -0.87
H 3.68 0.23 -2.25
H 1.16 2.58 -3.50
H 2.79 2.37 -2.89
H 1.44 2.47 -1.76
H -1.31 0.98 -4.93
H -2.94 1.60 -4.69
H -2.62 -0.11 -4.45
H -0.78 2.97 -3.37
H -1.24 2.90 -1.66
H -2.44 3.27 -2.89
H -3.46 -0.16 -2.01
H -4.02 1.47 -2.41
H -3.03 1.21 -0.97
C 2.85 3.23 1.08
C 1.50 2.52 1.05
C 0.41 3.47 0.51
C 1.09 2.04 2.41
H 3.17 3.52 0.07
H 3.63 2.60 1.52
H 2.77 4.14 1.68
H 1.58 1.67 0.36
H 0.22 4.27 1.22
H -0.53 2.94 0.35
H 0.72 3.92 -0.44
H 1.54 2.52 3.28
H 0.09 1.66 2.57
*
```

Expectation value of S²   8.77
ΔE to the lowest compared entry with this formula, charge and spin   84.4 kJ/mol
Highest occupied orbital energy (alpha / beta)   -10.68 / -11.45 eV
LUMO energy (alpha / beta)   -1.97 / -4.25 eV
Calculated total energy   -107856.316 eV